No. 1
{
  "formula": "C3H6F3NOS",
  "method": "ωB97M-V with the def2-TZVPD basis set",
  "multiplicity": 1,
  "homo_energy_ev": [-8.4, -9.4],
  "de_lowest_ev": 2.7731,
  "smiles": "CN=[S@](C)(=O)C(F)(F)F",
  "homo_lumo_gap_ev": [7.67, 7.88],
  "charge": 0,
  "lumo_ev": [-0.7476, -1.5031],
  "elements": ["C", "N", "S", "C", "O", "C", "F", "F", "F", "H", "H", "H", "H", "H", "H"],
  "xyz": [[2.279, -1.323, 0.400], [1.759, -0.424, -0.389], [-0.344, -0.062, 0.004], [-0.036, 1.705, -0.314], [-0.424, -0.140, 1.402], [-2.308, -0.120, -0.445], [-2.857, -1.050, 0.329], [-2.509, -0.509, -1.759], [-2.951, 0.973, -0.189], [2.388, -2.235, -0.272], [1.748, -1.754, 1.262], [3.332, -1.145, 0.794], [0.001, 1.988, 0.773], [0.857, 2.054, -0.824], [-0.933, 2.043, -0.771]],
  "forces_ev_per_a": [[2.3022, -4.4617, 1.5883], [-1.4069, 3.4796, -1.4917], [0.4107, 0.2016, -4.8966], [-0.1762, -0.2978, 1.5078], [-0.1223, -0.7158, 4.7109], [0.8556, -1.5908, -0.8148], [0.2965, -0.5407, 0.0058], [0.2991, 0.7083, 1.2344], [-0.6864, 1.7401, -0.2427], [0.3800, 0.1813, 0.4753], [-0.5347, 0.6060, 0.2327], [-0.8838, 0.2984, -0.6786], [-0.1069, 0.2646, -1.1151], [0.0013, -0.6999, -0.1552], [-0.6283, 0.8268, -0.3605]]
}

***

No. 2
{
  "formula": "C17H39BFIN4O2",
  "method": "ωB97M-V with the def2-TZVPD basis set",
  "multiplicity": 1,
  "homo_energy_ev": -8.1,
  "smiles": "C[C@@H](I)CB(N)C(=O)NC(=O)F.CCN(CC)CC.CCN(CC)CC",
  "homo_lumo_gap_ev": 8.29,
  "charge": 0,
  "lumo_ev": 0.1527,
  "elements": ["C", "C", "I", "C", "B", "N", "C", "O", "N", "C", "O", "F", "H", "H", "H", "H", "H", "H", "H", "H", "H", "C", "C", "N", "C", "C", "C", "C", "H", "H", "H", "H", "H", "H", "H", "H", "H", "H", "H", "H", "H", "H", "H", "C", "C", "N", "C", "C", "C", "C", "H", "H", "H", "H", "H", "H", "H", "H", "H", "H", "H", "H", "H", "H", "H"],
  "xyz": [[-2.971, -2.381, -4.852], [-3.464, -1.077, -5.463], [-2.153, 0.544, -4.935], [-3.690, -1.090, -6.974], [-2.396, -1.310, -7.864], [-1.486, -2.400, -7.789], [-2.079, -0.239, -9.009], [-2.264, -0.506, -10.172], [-1.587, 1.103, -8.667], [-0.284, 1.235, -8.250], [0.237, 2.223, -7.836], [0.396, 0.087, -8.419], [-3.446, -3.227, -5.355], [-1.894, -2.490, -4.982], [-3.210, -2.423, -3.793], [-4.405, -0.814, -4.982], [-4.473, -1.816, -7.217], [-4.112, -0.115, -7.235], [-1.718, -3.085, -7.082], [-1.400, -2.889, -8.675], [-2.208, 1.611, -8.048], [-2.259, -1.329, -0.933], [-1.612, -0.875, 0.366], [-0.787, 0.306, 0.198], [0.060, 0.586, 1.342], [-0.619, 0.953, 2.669], [-1.446, 1.450, -0.408], [-2.703, 2.005, 0.275], [-1.507, -1.465, -1.712], [-2.771, -2.280, -0.780], [-3.000, -0.613, -1.293], [-0.967, -1.678, 0.732], [-2.402, -0.742, 1.124], [0.760, 1.381, 1.070], [0.681, -0.300, 1.510], [-1.019, 1.966, 2.654], [0.111, 0.909, 3.479], [-1.425, 0.264, 2.922], [-1.708, 1.181, -1.434], [-0.705, 2.247, -0.507], [-3.395, 1.213, 0.563], [-3.232, 2.664, -0.417], [-2.469, 2.592, 1.162], [4.627, -0.373, 8.304], [4.325, -0.601, 6.831], [3.060, -0.025, 6.414], [2.620, -0.479, 5.108], [3.468, -0.104, 3.886], [2.897, 1.392, 6.684], [3.927, 2.364, 6.092], [3.802, -0.722, 8.927], [5.525, -0.924, 8.585], [4.807, 0.679, 8.529], [4.266, -1.679, 6.654], [5.177, -0.235, 6.236], [1.596, -0.129, 4.951], [2.547, -1.570, 5.150], [3.357, 0.945, 3.617], [3.147, -0.691, 3.023], [4.527, -0.311, 4.044], [2.886, 1.528, 7.769], [1.895, 1.682, 6.355], [4.949, 2.013, 6.237], [3.842, 3.333, 6.589], [3.772, 2.534, 5.028]],
  "forces_ev_per_a": [[0.2337, 0.0886, -0.3287], [-0.6173, -0.3367, 0.1734], [0.0646, 0.0456, 0.0338], [0.5022, 0.7096, 0.2301], [0.2784, 0.0278, 0.0678], [-1.3394, -0.3586, 0.0250], [-0.2545, -0.4201, -0.9095], [0.1841, 0.2485, 0.5175], [-0.0077, -0.6149, 0.3849], [0.1194, 0.8164, -0.0272], [-0.1805, -0.5688, 0.0212], [0.0493, 0.0162, -0.1576], [-0.1554, -0.0012, 0.0697], [0.0257, -0.0456, 0.1327], [0.1198, -0.0246, 0.0797], [0.0517, 0.1368, 0.0247], [0.1385, -0.2177, -0.0062], [-0.1309, -0.0327, -0.0246], [0.0792, -0.0627, -0.0265], [0.8475, 0.3545, -0.0575], [-0.0009, 0.2468, -0.1673], [-0.0409, -0.0799, -0.0418], [-0.1089, -0.0025, -0.0416], [0.0777, 0.0273, 0.0299], [0.1333, -0.0627, 0.1526], [0.0741, 0.0757, 0.0162], [-0.0908, 0.0846, -0.1689], [0.0332, 0.0721, -0.0294], [0.0133, 0.0498, -0.0095], [-0.0001, -0.0023, 0.0225], [0.0055, 0.0049, -0.0148], [0.0377, 0.0377, 0.0470], [0.0086, -0.0220, 0.0016], [-0.0591, 0.0388, -0.0692], [-0.0540, -0.0464, -0.0230], [-0.0631, -0.0204, -0.0126], [0.0193, -0.0002, -0.0127], [-0.0113, -0.0086, -0.0228], [-0.0046, -0.0507, 0.0180], [0.0430, -0.0164, 0.0762], [0.0058, -0.0204, -0.0035], [0.0062, 0.0003, -0.0089], [-0.0133, -0.0590, 0.0489], [0.0241, -0.0213, 0.0038], [0.0921, 0.0463, 0.0661], [-0.0623, -0.0196, -0.0445], [-0.0629, -0.1548, -0.1252], [-0.0925, 0.0211, -0.0648], [-0.0105, 0.1564, 0.1245], [-0.0707, 0.0506, -0.0054], [-0.0277, 0.0226, -0.0081], [0.0076, -0.0011, -0.0008], [-0.0022, 0.0052, 0.0014], [-0.0282, 0.0020, -0.0705], [0.0052, -0.0254, 0.0059], [0.0064, 0.0717, 0.0542], [0.0660, -0.0063, 0.0607], [0.0541, 0.0174, 0.0322], [-0.0098, -0.0125, 0.0097], [0.0085, 0.0089, 0.0215], [0.0382, -0.0446, 0.0059], [-0.0021, -0.0520, -0.0711], [0.0028, -0.0186, 0.0103], [-0.0076, -0.0005, 0.0054], [0.0523, -0.0526, -0.0209]]
}